Entry from the Open Molecules 2025 dataset: the molecule C2H8N4O in a non-equilibrium geometry (ωB97M-V/def2-TZVPD).

The geometry in XYZ format:
```
15
Properties=species:S:1:pos:R:3:forces:R:3
C -2.452257 -0.160932 -0.038185 3.4849 4.5595 0.1320
O -1.185424 -0.862177 -0.274138 -1.7584 -2.9894 0.8785
C 0.036015 -0.343740 0.090451 -1.3632 -5.6046 0.4837
N 0.082822 0.772342 -0.340028 2.6965 6.8765 0.0501
N 1.261896 1.577897 -0.001808 -3.3782 3.8698 -2.7790
N 1.117673 -1.207795 0.529579 -1.3162 2.1929 -1.0213
N 2.189687 -1.115395 -0.475925 -0.8639 2.8899 0.3780
H -3.243622 -0.689130 0.308825 -1.5745 -2.9204 1.4542
H -2.950762 0.270707 -1.000614 1.8045 -0.0400 1.4920
H -2.159675 0.624290 0.873195 -1.1999 -1.4192 -2.8491
H 1.420172 1.681140 0.939591 0.8384 -1.6912 3.5739
H 0.691508 2.547309 0.097507 1.9146 -1.9887 -1.6384
H 0.869259 -2.151752 0.665307 -0.6409 -1.0245 0.0274
H 2.679779 -0.247959 -0.058074 -0.4068 -1.7665 -1.5389
H 1.642930 -0.694807 -1.315677 1.7630 -0.9442 1.3569
```
Positions in Å, forces in eV/Å.

Computed properties:
Orbital gap: 10.11 eV
F_max: 7.4 eV Å⁻¹
ΔE to the lowest compared entry with this formula, charge and spin: 6.0773 eV
HOMO energy: -9.252 eV
SMILES: CO/C(=N/N)NN
Multiplicity: 1

Atom charges from the Mulliken analysis, given in e for atoms 1 to 5:
1 C -0.57
2 O -0.42
3 C 0.42
4 N -0.20
5 N -0.64